[1]
A 2-piece molecular cluster, C5H15NO overall. Source: the Open Molecules 2025 dataset; level of theory: wB97M-V/def2-TZVPD.

Values from the calculation:
HOMO level: -8.0740 eV
SMILES string: CC(C)N(C)C.O
Net charge: 0
E_tot: -8963.973 eV
Lowest unoccupied orbital energy: 0.0271 Ha

Structure (XYZ):
```
22
Properties=species:S:1:pos:R:3:forces:R:3:nbo_charge:R:1
O 1.770 -2.094 2.114 -0.48 -1.98 0.64 -0.952
N -0.077 -0.306 -0.792 1.14 -0.02 0.14 -0.485
C 1.140 -0.038 0.009 0.37 0.29 -0.21 -0.450
C -0.492 1.954 -1.575 1.36 -0.81 0.78 -0.631
C -1.054 0.760 -0.741 -2.00 -0.29 -0.45 -0.014
C -0.396 -1.640 -0.364 -0.23 -2.85 -1.97 -0.424
C -1.370 1.139 0.742 1.61 -0.21 -1.36 -0.649
H -1.789 2.143 0.692 -0.57 -0.30 0.76 0.216
H -0.056 2.799 -0.993 -0.36 -0.68 -0.12 0.200
H 2.391 -1.393 1.997 0.91 0.39 0.01 0.475
H -0.260 -1.815 0.722 0.28 -0.11 -0.54 0.193
H -0.316 1.223 1.120 -1.39 0.33 0.42 0.203
H 0.325 1.531 -2.213 -0.77 0.50 0.34 0.227
H 1.552 1.016 -0.029 -0.42 -1.19 -0.59 0.203
H -2.047 0.395 -1.304 2.15 0.54 1.24 0.190
H -1.433 -2.023 -0.578 0.77 0.89 -0.20 0.203
H 0.845 -0.186 1.076 0.85 -0.16 -0.55 0.176
H 0.324 -2.366 -1.060 -1.68 1.45 2.26 0.192
H 2.223 -2.911 2.439 -0.29 1.36 -0.42 0.480
H 1.876 -0.830 -0.343 -0.54 1.25 0.78 0.215
H -1.267 2.334 -2.184 -0.73 0.60 -0.76 0.213
H -1.889 0.307 1.267 0.01 1.00 -0.20 0.218
```
Positions in Å, forces in eV/Å.

[2]
A single C9H10NP molecule. Source: the Open Molecules 2025 dataset; level of theory: wB97M-V/def2-TZVPD.

Values from the calculation:
HOMO level (spin up / spin down): -8.0327 / -7.9132 eV
Net charge: 0
E_tot: -20268.011 eV
Lowest unoccupied orbital energy (spin up / spin down): -0.0526 / 0.0005 Ha

Structure (XYZ):
```
21
Properties=species:S:1:pos:R:3:forces:R:3:nbo_charge:R:1
P -2.090 2.061 -1.288 -1.71 -0.64 2.17 0.550
N -0.794 1.535 -0.338 -0.18 0.14 1.25 -0.650
C -1.772 -1.938 0.168 2.66 3.17 0.86 -0.204
C -0.578 -2.448 0.638 -1.12 -1.53 0.09 -0.168
C -0.888 0.321 0.176 2.31 -0.82 0.62 0.104
C 1.414 0.691 0.962 2.39 -1.04 0.61 -0.450
C 2.492 0.519 -0.199 -3.27 0.54 2.73 -0.308
C 0.462 -1.640 0.898 -0.24 2.57 0.39 -0.230
C 0.306 -0.253 0.803 0.04 0.23 -1.06 0.053
C -1.911 -0.587 -0.019 -0.71 -1.21 -0.59 -0.211
C 2.789 1.489 -0.918 0.27 4.25 -3.19 -0.079
H 2.377 2.514 -1.185 0.86 -1.54 0.68 0.198
H -1.376 3.028 -1.780 1.32 2.65 -1.43 -0.056
H -0.525 -3.482 0.912 0.15 -0.57 -0.24 0.211
H -2.585 -2.475 0.023 -3.48 -2.90 -0.72 0.204
H 2.762 -0.452 -0.241 1.50 -2.99 -0.34 0.206
H -2.817 -0.268 -0.454 -1.08 0.50 -0.29 0.206
H -1.757 1.224 -2.268 -0.03 -1.35 -2.01 -0.053
H 2.118 0.519 1.813 -1.08 -0.13 -0.06 0.223
H 1.356 -2.022 1.272 1.45 -0.60 0.60 0.209
H 1.018 1.664 1.025 -0.05 1.27 -0.10 0.245
```
Positions in Å, forces in eV/Å.